(1)
# C36H56BBrCoGeIN8OSSi3

A molecular structure, C36H56BBrCoGeIN8OSSi3 (ωB97M-V with the def2-TZVPD basis set, the Open Molecules 2025 dataset).

As for the HOMO-LUMO gap (alpha / beta): 7.693 / 7.676 eV. As for the molar mass: 1082.4 g/mol. The calculation puts the energy above the lowest of the compared OMol25 structures with the same formula, charge and spin at 0.0 kcal/mol. For the HOMO energy (alpha / beta), the calculation gives -0.2765 / -0.2756 Ha. The LUMO energy (alpha / beta) comes out at 0.17 / 0.18 eV.

The geometry in ORCA input format:
```
! RIJCOSX wB97M-V def2-TZVPD def2/J DEFGRID3
* xyz 0 1
C -3.040 0.944 -4.165
Si 1.190 1.424 2.768
N -0.493 3.134 -2.694
H -4.327 -3.928 1.312
H -0.572 2.436 4.165
C -0.545 -4.045 2.840
N 0.477 1.042 -3.631
Si 3.121 2.804 -0.244
H 3.538 1.711 3.679
C -2.639 0.902 0.778
H -4.667 -2.220 0.970
C -3.100 -0.165 -2.271
H -5.027 0.327 1.919
H -0.081 -3.187 3.326
H -1.789 -5.169 -1.602
H -0.744 2.506 -4.866
H 2.051 -1.102 -1.906
C 3.202 2.952 -2.117
H -1.170 -6.951 -0.012
I -0.368 -3.214 -3.444
H -2.909 3.363 -0.198
H -2.991 -3.262 3.306
H 3.839 3.794 -2.400
C 4.862 2.451 0.393
C 2.692 4.510 0.464
C 0.229 -4.728 -2.152
H -4.718 -0.439 -3.780
C 2.498 -2.599 0.697
S -0.515 -1.234 -0.122
H 2.140 -2.782 1.714
C -3.224 -2.521 2.542
N -0.225 2.750 -1.435
C 1.567 -5.047 -1.943
H -1.223 -4.520 3.550
H -6.991 4.008 0.939
C 1.921 -6.041 -1.041
H 2.971 -0.869 -4.477
C -3.852 1.763 0.862
C 2.631 2.310 3.608
O -1.561 1.475 0.463
H -3.390 -1.571 3.043
H -0.447 5.999 -1.163
H 4.652 -1.626 2.397
C -1.862 -1.302 0.944
H -7.046 1.770 1.986
H -4.925 4.808 -0.160
H -0.815 4.960 -3.684
H 5.222 -0.065 1.806
C -0.396 -6.418 -0.551
H 2.019 4.471 1.322
C -0.285 2.544 3.115
C 0.940 -6.728 -0.346
C -6.110 3.379 0.917
N -2.014 0.594 -2.243
C 4.329 -0.639 2.054
C -0.195 3.842 -0.683
H -5.328 -2.989 2.421
C -0.610 4.468 -2.748
Co -0.360 0.859 -0.916
C -6.143 2.120 1.504
H 2.212 3.119 -2.546
N -2.816 -0.373 1.091
H -0.027 3.761 0.377
H 0.367 -0.079 4.579
H 2.229 5.142 -0.294
H 3.614 2.047 -2.571
H 1.223 -7.504 0.353
C 0.879 -0.227 3.624
N -2.041 -2.408 1.688
H 3.295 -3.318 0.478
H -0.020 3.594 2.957
H 2.330 2.578 4.625
H 0.240 -4.765 2.602
H 4.874 2.384 1.483
C -3.821 3.026 0.277
H -1.904 -4.421 1.201
H 2.884 3.235 3.086
C -0.748 -5.419 -1.444
H 0.249 -0.856 2.990
H -3.333 -0.809 -1.439
C -4.461 -2.942 1.760
B -0.694 2.043 -3.761
H -0.502 -3.467 0.776
H 5.282 1.527 -0.005
C -3.799 0.026 -3.469
N -1.981 1.272 -3.406
H 3.836 -0.148 2.888
C 2.173 -0.325 -4.004
H 2.967 -6.269 -0.891
H 5.524 3.273 0.102
H -3.171 1.380 -5.140
C -4.950 3.830 0.302
H 1.807 -0.770 3.817
C 1.722 -0.443 -2.688
C -5.018 1.312 1.473
Ge 1.658 1.014 0.439
H 1.675 -2.792 0.013
C 1.351 0.633 -4.562
C 4.423 -0.971 -0.931
Si 3.222 -0.864 0.537
C -0.427 4.970 -1.474
H 3.613 4.999 0.791
Br 2.964 -4.145 -2.844
C -1.243 -3.624 1.552
H 4.092 -1.695 -1.679
N 0.711 0.386 -2.474
H -1.146 2.320 2.492
H 5.386 -1.323 -0.550
H 4.589 -0.019 -1.437
H 1.316 1.046 -5.555
*
```



(2)
# C5H14BiClIO2P

A molecular structure, C5H14BiClIO2P at a distorted geometry (ωB97M-V with the def2-TZVPD basis set, the Open Molecules 2025 dataset).

As for the HOMO-LUMO gap (alpha / beta): 6.768 / 5.099 eV. As for the molar mass: 508.5 g/mol. The calculation puts the energy above the lowest of the compared OMol25 structures with the same formula, charge and spin at 36.6 kcal/mol. For the HOMO energy (alpha / beta), the calculation gives -0.6358 / -0.6409 Ha. The LUMO energy (alpha / beta) comes out at -10.53 / -12.34 eV.

The geometry in ORCA input format:
```
! RIJCOSX wB97M-V def2-TZVPD def2/J DEFGRID3
* xyz 2 1
H 1.114 -0.962 -0.831
I 1.160 1.848 0.128
Bi -1.581 0.038 0.065
C 0.400 -1.177 -0.035
C -1.551 1.753 -3.143
H -1.141 -0.633 -4.632
C 1.103 0.784 -3.127
H 0.890 -1.219 0.944
H 1.066 0.869 -4.226
O 4.623 -0.532 0.166
C 3.703 0.134 0.196
Cl -3.160 -1.691 -0.839
O -0.743 -0.606 2.832
H -1.112 2.695 -2.799
H 1.450 1.735 -2.699
H 1.835 0.012 -2.863
H 0.004 -2.188 -0.241
H -0.858 -1.366 3.443
H -0.289 -1.810 -3.563
H -1.560 1.725 -4.238
H -0.026 -0.073 3.242
P -0.556 0.360 -2.528
C -1.047 -1.014 -3.605
H -2.573 1.667 -2.762
H -2.006 -1.420 -3.258
*
```



(3)
# C3H4N2O

A single C3H4N2O molecule at a distorted geometry (ωB97M-V with the def2-TZVPD basis set, the Open Molecules 2025 dataset).

As for the HOMO-LUMO gap: 11.182 eV. The structure (SMILES) is CNC(=O)C#N. As for the molar mass: 84.1 g/mol. The calculation puts the energy above the lowest of the compared OMol25 structures with the same formula, charge and spin at 30.1 kcal/mol. For the HOMO energy, the calculation gives -0.3849 Ha. The LUMO energy comes out at 0.71 eV.

The geometry in ORCA input format:
```
! RIJCOSX wB97M-V def2-TZVPD def2/J DEFGRID3
* xyz 0 1
H -1.485 -0.846 0.949
N 2.397 -1.095 -0.073
H -1.110 1.397 -0.015
C 0.822 0.988 -0.012
O 1.078 2.187 -0.009
N -0.455 0.588 -0.084
C -1.046 -0.730 0.009
H -0.226 -1.479 -0.056
H -1.819 -0.853 -0.770
C 1.844 -0.158 0.062
*
```



(4)
# C2H5N2Si

A gas-phase ion, C2H5N2Si (charge +1) at a distorted geometry (ωB97M-V with the def2-TZVPD basis set, the Open Molecules 2025 dataset).

As for the HOMO-LUMO gap: 10.187 eV. The structure (SMILES) is [H]/N=[SiH]/C[N+]#C. As for the molar mass: 85.2 g/mol. The calculation puts the energy above the lowest of the compared OMol25 structures with the same formula, charge and spin at 67.1 kcal/mol. For the HOMO energy, the calculation gives -0.5382 Ha. The LUMO energy comes out at -4.46 eV.

The geometry in ORCA input format:
```
! RIJCOSX wB97M-V def2-TZVPD def2/J DEFGRID3
* xyz 1 1
H -1.810 1.829 -0.427
N 0.130 -1.268 -0.159
C -1.008 -0.583 -0.191
H -1.337 -0.778 0.804
N 1.048 1.273 0.422
H -1.748 -0.727 -0.976
H 2.351 -1.742 0.194
C 1.210 -1.570 0.028
H 1.666 2.166 0.316
Si -0.501 1.401 -0.011
*
```



(5)
# H4S4

2 unconnected molecules or ions with the total composition H4S4 (ωB97M-V with the def2-TZVPD basis set, the Open Molecules 2025 dataset).

As for the HOMO-LUMO gap: 9.046 eV. The structure (SMILES) is SS.SS. As for the molar mass: 132.3 g/mol. The calculation puts the energy above the lowest of the compared OMol25 structures with the same formula, charge and spin at 7.7 kcal/mol. For the HOMO energy, the calculation gives -0.3285 Ha. The LUMO energy comes out at 0.11 eV.

The geometry in ORCA input format:
```
! RIJCOSX wB97M-V def2-TZVPD def2/J DEFGRID3
* xyz 0 1
H 2.287 -1.591 -0.646
H 1.288 -0.541 1.648
H -3.331 1.061 -1.663
S -1.715 1.028 0.367
S 2.476 0.043 1.425
S -3.381 0.237 -0.615
H -0.938 1.170 -0.710
S 3.314 -1.406 0.195
*
```